The following is a DFT calculation (ωB97M-V with the def2-TZVPD basis set) of a cluster of 12 separate species, C42H110N2O14 in total.

```
! wB97M-V def2-TZVPD RIJCOSX def2/J DEFGRID3
* xyz 0 1
C -2.116 13.864 26.352
C -2.201 12.980 27.525
C -3.365 12.035 27.511
O -1.091 12.055 27.637
H -2.924 14.598 26.286
H -2.086 13.246 25.433
H -1.156 14.355 26.338
H -2.218 13.617 28.462
H -3.278 11.482 26.573
H -4.439 12.313 27.524
H -3.197 11.230 28.295
H -0.223 12.420 27.722
C -7.263 9.733 18.267
C -5.866 9.926 18.729
C -5.203 11.127 18.000
O -5.866 10.178 20.132
H -8.002 10.497 18.423
H -7.660 8.781 18.631
H -7.277 9.736 17.150
H -5.368 8.954 18.662
H -5.809 11.998 18.354
H -5.116 10.990 16.948
H -4.224 11.364 18.444
H -4.898 10.068 20.477
C -4.194 7.270 25.187
C -5.672 7.527 25.309
C -5.914 8.894 26.083
O -6.115 7.710 23.940
H -3.938 6.390 24.574
H -3.796 7.001 26.168
H -3.717 8.167 24.800
H -6.182 6.715 25.765
H -6.970 9.177 26.053
H -5.215 9.610 25.596
H -5.717 8.818 27.176
H -7.056 8.092 23.934
C 2.988 10.465 19.716
C 1.807 11.171 19.152
C 0.631 10.196 19.008
O 1.374 12.225 20.001
H 3.766 11.255 19.798
H 3.395 9.799 18.980
H 2.790 10.068 20.767
H 2.174 11.572 18.204
H -0.144 10.877 18.792
H 0.329 9.736 19.985
H 0.686 9.391 18.251
H 2.082 12.768 20.298
C -2.302 2.436 25.278
C -3.078 3.467 24.491
C -2.782 3.322 22.997
O -4.447 3.363 24.825
H -2.442 1.483 24.738
H -2.575 2.311 26.322
H -1.178 2.673 25.237
H -2.727 4.416 24.832
H -2.864 2.286 22.687
H -1.724 3.661 22.841
H -3.450 3.872 22.359
H -4.909 3.885 24.161
C -0.424 14.581 22.095
C -1.561 13.564 22.049
C -2.890 14.246 22.192
O -1.476 12.806 20.829
H 0.566 14.139 22.140
H -0.554 15.223 22.944
H -0.500 15.233 21.257
H -1.515 12.867 22.916
H -2.931 14.790 23.128
H -3.778 13.556 22.097
H -3.052 14.916 21.341
H -0.520 12.675 20.582
C -7.145 4.171 21.312
C -6.176 5.355 21.048
C -6.934 6.595 20.676
O -5.512 5.549 22.284
H -7.868 4.007 20.485
H -7.691 4.263 22.267
H -6.606 3.241 21.451
H -5.453 5.007 20.224
H -6.287 7.448 20.608
H -7.615 6.807 21.477
H -7.503 6.388 19.730
H -5.946 6.229 22.809
C -1.830 9.830 22.662
C -2.434 9.325 21.386
C -3.410 8.220 21.641
O -3.068 10.317 20.632
H -2.618 10.306 23.222
H -1.043 10.566 22.519
H -1.463 8.985 23.211
H -1.627 8.902 20.798
H -2.861 7.464 22.164
H -3.799 7.923 20.694
H -4.187 8.570 22.362
H -2.574 11.125 20.683
C -2.484 8.091 17.657
C -1.146 7.336 17.920
C -1.407 5.814 17.964
O -0.099 7.594 16.985
H -2.903 7.675 16.753
H -2.286 9.167 17.568
H -3.152 7.886 18.502
H -0.721 7.662 18.873
H -2.015 5.469 18.791
H -0.543 5.190 17.968
H -1.880 5.403 17.040
H 0.163 6.737 16.706
C 0.998 11.151 25.094
C 1.766 11.158 23.828
C 3.149 11.849 24.163
O 2.015 9.825 23.354
H 0.793 12.122 25.505
H 1.596 10.592 25.845
H 0.058 10.672 24.964
H 1.237 11.727 23.036
H 3.754 12.012 23.237
H 3.771 11.244 24.785
H 2.894 12.834 24.609
H 1.310 9.203 23.667
C -6.264 12.344 24.725
O -7.239 11.447 24.377
C -7.036 10.900 23.067
C -8.259 10.106 22.698
N -8.501 8.996 23.580
C -9.636 8.153 23.091
C -9.637 6.850 23.782
O -9.924 7.039 25.131
C -9.749 5.945 25.995
H -5.290 11.930 24.790
H -6.685 12.619 25.682
H -6.139 13.074 23.941
H -6.090 10.285 22.944
H -6.841 11.697 22.319
H -8.247 9.703 21.659
H -9.047 10.874 22.726
H -8.786 9.325 24.512
H -9.539 7.983 22.017
H -10.576 8.643 23.187
H -8.686 6.385 23.701
H -10.434 6.200 23.423
H -10.291 5.037 25.642
H -10.147 6.263 26.979
H -8.665 5.770 26.191
C -3.336 6.325 28.976
O -2.070 6.698 28.538
C -1.933 8.122 28.472
C -0.683 8.485 27.758
N -0.700 8.049 26.369
C -0.083 6.733 26.172
C -0.023 6.250 24.740
O 0.597 7.263 23.916
C 0.800 6.792 22.624
H -4.127 6.506 28.292
H -3.664 6.719 29.939
H -3.316 5.198 29.040
H -1.871 8.539 29.513
H -2.855 8.560 27.991
H 0.216 8.185 28.358
H -0.726 9.575 27.698
H -0.212 8.728 25.799
H -0.757 5.987 26.655
H 0.957 6.639 26.587
H -1.024 6.068 24.274
H 0.558 5.323 24.596
H -0.116 6.903 22.089
H 1.312 5.862 22.626
H 1.537 7.464 22.187
*
```

- highest occupied orbital energy (eV) = -8.87
- SMILES = COCCNCCOC.COCCNCCOC.CC(C)O.CC(C)O.CC(C)O.CC(C)O.CC(C)O.CC(C)O.CC(C)O.CC(C)O.CC(C)O.CC(C)O
- M (g/mol) = 867.3
- LUMO (eV) = 0.5